Version i
The following is a DFT calculation (ωB97M-V/def2-TZVPD) of C3H9NOS as an isolated structure.

## Properties
**LUMO energy**: 0.0276 hartree
**Gap between HOMO and LUMO**: 9.50 eV

```
! wB97M-V def2-TZVPD RIJCOSX def2/J DEFGRID3
* xyz 0 1
S 0.65745 -2.06625 1.43278
O -2.32546 0.33822 -0.24304
N -2.44856 1.26700 -1.18460
C -0.96836 -0.80987 -0.48440
C 0.84906 0.64730 0.53433
C -0.10889 -0.50326 0.71805
H 1.68951 -2.32777 0.64088
H 1.77693 0.57099 1.11101
H -1.43359 -1.78480 -0.40575
H -1.55581 1.73377 -1.29170
H -0.42208 -0.45335 -1.46154
H -0.79635 -0.18066 1.56201
H 1.13541 0.79830 -0.47344
H -2.75232 0.80148 -2.11252
H 0.27127 1.58215 0.80005
*
```

Atom charges from the Mulliken analysis, given in e for atoms 1 to 4: atom 1 (S): -0.22, atom 2 (O): -0.31, atom 3 (N): -0.39, atom 4 (C): -0.59

Version ii
The following is a DFT calculation (ωB97M-V/def2-TZVPD) of a 2-piece molecular cluster, C3H9NOS overall.

## Properties
**LUMO energy**: 0.0336 hartree
**SMILES**: NC=O.CSC
**Gap between HOMO and LUMO**: 9.52 eV

```
! wB97M-V def2-TZVPD RIJCOSX def2/J DEFGRID3
* xyz 0 1
S 4.66447 1.29300 -0.52049
O -6.63622 -1.40850 0.91720
N -5.16956 -1.76994 -0.81856
C 3.02048 0.64442 -0.74527
C -6.29846 -1.97158 -0.08138
C 4.57312 1.90617 1.21423
H 2.46580 1.21842 -1.40538
H -4.96757 -2.16751 -1.69832
H 2.97908 -0.45310 -0.84842
H 4.39722 2.97953 1.28239
H -6.86242 -2.87036 -0.55642
H 3.91896 1.26888 1.89259
H -4.33368 -1.18336 -0.48272
H 5.67803 1.56834 1.56515
H 2.57073 0.94558 0.28538
*
```

Atom charges from the Mulliken analysis, given in e for atoms 1 to 4: atom 1 (S): -0.08, atom 2 (O): -0.50, atom 3 (N): -0.34, atom 4 (C): -0.71

Winner for stability: version ii

Version i
The following is a DFT calculation (ωB97M-V/def2-TZVPD) of an isolated ion of composition C5H6PS and charge -1.

## Properties
**LUMO energy**: 0.1461 hartree
**SMILES**: Cc1c[pH]cc1[S-]
**Gap between HOMO and LUMO**: 6.78 eV

```
! wB97M-V def2-TZVPD RIJCOSX def2/J DEFGRID3
* xyz -1 1
S 2.68620 0.45032 0.05368
P -1.41084 1.74793 0.05698
C 0.94129 0.67527 0.00076
C 0.40799 -1.75330 0.14285
C 0.40921 1.89669 -0.11989
C -1.31428 -0.02854 0.15668
C -0.03021 -0.41386 0.17460
H -2.21347 1.64814 -1.19725
H 0.28017 -2.33426 -0.77209
H 0.04521 -2.51943 0.86200
H -2.25723 -0.51174 0.46498
H 0.95399 2.85614 -0.09379
H 1.50198 -1.71338 0.27049
*
```

Atom charges from the Mulliken analysis, given in e for atoms 1 to 4: atom 1 (S): -0.58, atom 2 (P): -0.23, atom 3 (C): -0.18, atom 4 (C): -1.18

Version ii
The following is a DFT calculation (ωB97M-V/def2-TZVPD) of an isolated ion of composition C5H6PS and charge -1.

## Properties
**LUMO energy (spin up / spin down)**: 0.1396 / 0.1396 hartree
**Gap between HOMO and LUMO (spin up / spin down)**: 6.67 / 6.67 eV

```
! wB97M-V def2-TZVPD RIJCOSX def2/J DEFGRID3
* xyz -1 1
S -3.81939 -0.07698 0.68642
P -2.57161 0.34022 -0.80991
C 2.02536 0.26589 0.36220
C -0.16983 -0.89067 -0.03584
C -0.17840 1.47955 -0.53077
C 0.48999 0.37435 -0.04903
C -1.40918 -1.04244 -0.46264
H 2.10165 -0.50613 1.16899
H 2.22721 1.28018 0.74412
H -1.98984 -1.99926 -0.21732
H 0.10094 2.39305 -0.86963
H 2.80048 0.16395 -0.45895
H 0.39263 -1.78169 0.47237
*
```

Atom charges from the Mulliken analysis, given in e for atoms 1 to 4: atom 1 (S): -0.56, atom 2 (P): 0.00, atom 3 (C): -1.03, atom 4 (C): -0.45

Version iii
The following is a DFT calculation (ωB97M-V/def2-TZVPD) of an isolated ion of composition C5H6PS and charge -1.

## Properties
**LUMO energy**: 0.1403 hartree
**SMILES**: CC1=CC=P([S-])=C1
**Gap between HOMO and LUMO**: 6.35 eV

```
! wB97M-V def2-TZVPD RIJCOSX def2/J DEFGRID3
* xyz -1 1
S 3.62398 0.48741 -0.70659
P 2.28844 0.00371 0.69520
C -0.01632 -1.13070 -0.06570
C 0.53188 1.15014 0.32814
C -1.85894 0.67583 -0.14692
C -0.38279 0.22021 0.11238
C 1.24881 -1.41705 0.23326
H -0.70336 -1.80455 -0.34102
H 0.44598 2.19069 0.36657
H -2.00330 1.07072 -1.22746
H 1.50167 -2.50981 0.12448
H -2.36979 -0.31808 -0.06483
H -2.30627 1.38149 0.69249
*
```

Atom charges from the Mulliken analysis, given in e for atoms 1 to 4: atom 1 (S): -0.63, atom 2 (P): -0.18, atom 3 (C): -0.73, atom 4 (C): -0.77

Winner for stability: version i

Version i
The following is a DFT calculation (ωB97M-V/def2-TZVPD) of a 4-piece molecular cluster, C2H14N2O3 overall.

## Properties
**LUMO energy**: 0.0246 hartree
**SMILES**: NCCN.O.O.O
**Gap between HOMO and LUMO**: 9.62 eV

```
! wB97M-V def2-TZVPD RIJCOSX def2/J DEFGRID3
* xyz 0 1
O 3.43875 -3.05683 -2.17586
O 0.26253 2.50962 0.37427
O 2.31678 0.92244 1.17873
N -1.61114 1.37098 -0.99206
N -1.03399 -1.51451 1.36233
C -1.93307 -0.51854 0.71509
C -1.01304 0.16702 -0.42226
H -2.68791 -1.14048 0.20080
H 2.96793 1.35552 0.69825
H -0.23314 3.14904 1.02413
H 0.04564 0.29960 0.07672
H 1.47786 1.33904 0.73502
H -0.27519 2.45523 -0.37842
H -2.65891 1.25532 -0.62882
H 3.84362 -2.67082 -1.31829
H -2.34335 0.10190 1.46827
H -0.69391 -1.33292 2.23847
H -1.60221 1.39923 -2.01982
H -0.40670 -1.85026 0.77802
H 2.90962 -3.75976 -1.73624
H -0.77017 -0.48081 -1.17831
*
```

Atom charges from the Mulliken analysis, given in e for atoms 1 to 4: atom 1 (O): -0.65, atom 2 (O): -0.72, atom 3 (O): -0.66, atom 4 (N): -0.62

Version ii
The following is a DFT calculation (ωB97M-V/def2-TZVPD) of a 4-piece molecular cluster, C2H14N2O3 overall.

## Properties
**LUMO energy**: 0.0240 hartree
**SMILES**: NCCN.O.O.O
**Gap between HOMO and LUMO**: 9.83 eV

```
! wB97M-V def2-TZVPD RIJCOSX def2/J DEFGRID3
* xyz 0 1
O -3.93534 0.37046 1.44571
O 5.43003 -0.11438 3.53316
O -2.74726 -2.71773 -0.22164
N -0.18534 1.27557 -2.47608
N -0.65127 -0.46777 -0.20845
C 0.93636 0.72107 -1.73703
C 0.43997 0.51559 -0.27101
H -4.55942 0.94836 1.99495
H -0.34904 -1.32591 -0.66649
H 1.32493 0.11015 0.30401
H -2.41460 -2.91681 -1.16440
H -1.01051 1.21020 -1.86708
H 1.77097 1.31546 -1.55291
H 5.70038 -1.07996 3.54437
H -0.03381 1.44277 0.11371
H -0.09547 2.31485 -2.70852
H 1.25171 -0.26319 -2.14895
H 6.05920 0.13706 2.79639
H -0.85400 -0.67735 0.71993
H -2.69540 -1.71627 -0.28951
H -3.38209 0.91783 0.85985
*
```

Atom charges from the Mulliken analysis, given in e for atoms 1 to 4: atom 1 (O): -0.63, atom 2 (O): -0.65, atom 3 (O): -0.66, atom 4 (N): -0.57

Version iii
The following is a DFT calculation (ωB97M-V/def2-TZVPD) of a 4-piece molecular cluster, C2H14N2O3 overall.

## Properties
**LUMO energy**: 0.0242 hartree
**SMILES**: NCCN.O.O.O
**Gap between HOMO and LUMO**: 9.10 eV

```
! wB97M-V def2-TZVPD RIJCOSX def2/J DEFGRID3
* xyz 0 1
O 1.10553 -3.49552 -1.86983
O -2.49573 0.54078 6.10891
O 3.57369 -0.91301 -1.06626
N 0.67385 -0.10112 -0.40095
N -1.04374 1.56465 -2.08802
C -0.86390 1.75447 -0.64022
C -0.64227 0.37634 -0.01165
H -1.73165 2.28431 -0.25937
H 2.99602 -1.16325 -1.79753
H 3.80091 0.00683 -1.01699
H -0.77922 0.45714 1.08628
H 0.31937 -3.00759 -2.14718
H 0.90220 -1.03397 -0.08075
H -1.66463 0.57795 6.59231
H -0.55216 0.73774 -2.38380
H -1.82711 1.87769 -2.62023
H 0.77902 -4.38166 -1.99254
H -1.45658 -0.26794 -0.34458
H -2.52922 1.28820 5.52667
H 0.05204 2.35624 -0.51385
H 1.38359 0.54172 -0.08043
*
```

Atom charges from the Mulliken analysis, given in e for atoms 1 to 4: atom 1 (O): -0.61, atom 2 (O): -0.64, atom 3 (O): -0.65, atom 4 (N): -0.39

Winner for stability: version iii

Version i
The following is a DFT calculation (ωB97M-V/def2-TZVPD) of an isolated molecule of C5H4N2O2.

## Properties
**LUMO energy (spin up / spin down)**: -0.0153 / -0.0153 hartree
**SMILES**: O=Cc1cc[nH]c1N=O
**Gap between HOMO and LUMO (spin up / spin down)**: 8.74 / 8.74 eV

```
! wB97M-V def2-TZVPD RIJCOSX def2/J DEFGRID3
* xyz 0 1
O 2.01335 -1.99923 0.02001
O 2.63486 1.65503 -0.30562
N 2.21537 0.74124 0.31953
N -0.43287 1.49161 0.10947
C -1.56365 0.82847 -0.13982
C -1.35124 -0.51887 -0.20022
C 0.03425 -0.66349 0.13255
C 0.81976 -1.95308 0.00977
C 0.58792 0.62156 0.27132
H -2.03190 -1.27093 -0.35385
H 0.06986 -2.88037 0.03869
H -2.48399 1.48171 -0.24394
H -0.51172 2.46635 0.34211
*
```

Atom charges from the Mulliken analysis, given in e for atoms 1 to 4: atom 1 (O): -0.46, atom 2 (O): -0.32, atom 3 (N): 0.21, atom 4 (N): 0.00

Version ii
The following is a DFT calculation (ωB97M-V/def2-TZVPD) of C5H4N2O2 as an isolated structure.

## Properties
**LUMO energy**: -0.0481 hartree
**Gap between HOMO and LUMO**: 8.98 eV

```
! wB97M-V def2-TZVPD RIJCOSX def2/J DEFGRID3
* xyz 0 1
O -2.58095 -0.42568 1.07741
O 2.26761 -0.75986 0.23572
N 2.20091 0.58990 0.34733
N 1.05736 -1.44642 -0.11848
C 1.10238 0.92171 -0.16625
C -2.43358 -0.48852 -0.38966
C -1.16837 0.38257 -0.72181
C 0.38408 -0.26798 -0.56957
C -0.35353 1.42964 0.13656
H -1.21328 0.71252 -1.71817
H -0.63636 1.19363 1.24057
H -0.65125 2.75946 0.03280
H -2.98618 -1.05025 -1.39775
*
```

Atom charges from the Mulliken analysis, given in e for atoms 1 to 4: atom 1 (O): -0.46, atom 2 (O): -0.04, atom 3 (N): -0.40, atom 4 (N): -0.30

Version iii
The following is a DFT calculation (ωB97M-V/def2-TZVPD) of a 3-piece molecular cluster, C5H4N2O2 overall.

## Properties
**LUMO energy**: -0.1194 hartree
**Gap between HOMO and LUMO**: 6.28 eV

```
! wB97M-V def2-TZVPD RIJCOSX def2/J DEFGRID3
* xyz 0 1
O 3.05615 -0.26036 0.97722
O -2.40402 0.54938 -1.18334
N -0.81683 -1.57428 0.78836
N 1.13228 0.87375 -1.44230
C -0.46223 -0.45652 -0.03687
C 1.79264 -0.37513 0.93501
C -0.05042 1.16312 -1.97281
C -1.13175 0.21813 -1.16466
C 0.90669 -0.00526 -0.27906
H 1.13522 -0.64628 2.04891
H -2.14600 -0.34432 1.91428
H -0.52429 1.37930 -3.08152
H -0.48744 -0.52152 2.49676
*
```

Atom charges from the Mulliken analysis, given in e for atoms 1 to 4: atom 1 (O): -0.44, atom 2 (O): -0.52, atom 3 (N): -0.45, atom 4 (N): -0.56

Winner for stability: version i